125
Properties=species:S:1:pos:R:3:forces:R:3:mulliken_charge:R:1 method="wB97M-V/def2-TZVPD" spin_multiplicity=2 homo_energy_ev="-6.71 / -6.51" s2=0.7623 total_energy_ev=-121867.2665 de_lowest_kj_mol=154.5 total_charge=0 orbital_gap_ev="6.63 / 6.40"
Ru 0.045 0.306 -0.004 0.08 0.35 0.78 -2.34
C -2.075 5.473 -1.778 0.03 0.01 -0.09 -0.84
C -1.093 4.625 -2.278 0.01 -0.01 0.00 -1.15
C -0.433 3.744 -1.434 -0.10 0.05 0.02 -0.24
C -0.732 3.695 -0.068 -0.07 0.00 0.00 1.14
C -1.712 4.558 0.422 0.06 0.04 -0.09 -1.01
C -2.376 5.439 -0.428 0.01 -0.08 0.17 -0.61
P 0.143 2.440 0.973 -0.55 -0.86 -0.64 2.90
C 1.726 3.277 1.344 0.17 -0.24 0.05 0.23
C 2.315 3.100 2.598 0.01 0.21 0.00 0.00
C 3.469 3.794 2.939 -0.11 0.01 0.01 -0.93
C 4.069 4.639 2.014 -0.04 0.01 0.02 -0.62
C 3.526 4.769 0.743 -0.09 -0.02 -0.03 -0.81
C 2.357 4.093 0.409 0.09 0.08 -0.03 -0.50
C -0.715 2.574 2.598 -0.08 0.18 0.02 -1.01
C -0.676 3.726 3.393 -0.03 0.04 -0.07 -0.26
C -1.459 3.809 4.534 0.00 0.00 -0.03 -0.80
C -2.301 2.754 4.882 0.01 -0.13 -0.05 -0.98
C -2.320 1.600 4.110 0.13 0.09 -0.11 -0.41
C -1.499 1.484 2.975 -0.14 0.07 0.15 0.73
Si -1.107 -0.093 2.004 0.76 -0.21 -0.13 1.38
C -2.728 -1.018 1.668 -0.09 -0.23 0.00 0.65
C -3.538 -1.697 2.590 0.11 0.01 -0.16 -0.36
C -4.694 -2.352 2.184 0.02 0.04 0.02 -0.93
C -5.079 -2.308 0.848 0.10 0.07 -0.05 -1.18
C -4.320 -1.596 -0.075 -0.10 0.09 0.11 -0.60
C -3.138 -0.970 0.319 0.02 -0.05 0.15 0.14
P -2.159 0.148 -0.797 -0.44 0.63 0.35 2.22
C -3.444 1.500 -0.845 -0.11 -0.10 -0.13 1.23
C -3.817 2.087 0.364 -0.06 0.05 0.02 0.15
C -4.912 2.937 0.445 0.09 -0.03 0.04 -0.91
C -5.649 3.237 -0.694 -0.01 0.03 0.04 -0.67
C -5.272 2.690 -1.909 0.12 -0.12 -0.04 -0.78
C -4.186 1.819 -1.983 -0.04 0.09 0.07 -1.06
C -2.298 -0.474 -2.511 0.21 -0.28 0.05 1.10
C -2.721 -1.751 -2.861 -0.03 -0.03 -0.07 -1.11
C -2.704 -2.164 -4.194 -0.06 -0.01 0.18 -0.83
C -2.244 -1.309 -5.180 0.01 0.04 -0.05 -0.74
C -1.807 -0.033 -4.838 0.01 0.02 0.03 -0.99
C -1.835 0.380 -3.515 0.05 -0.11 -0.10 -0.67
C 0.175 -0.822 3.257 -0.28 -0.11 0.37 0.58
C -0.117 -1.035 4.622 0.10 -0.09 -0.18 -0.40
C 0.864 -1.396 5.536 -0.20 0.04 -0.10 -0.84
C 2.176 -1.572 5.105 0.09 -0.01 -0.12 -1.06
C 2.487 -1.382 3.768 -0.08 -0.03 -0.03 -0.39
C 1.505 -0.982 2.847 0.12 -0.07 0.15 -0.61
P 1.906 -0.786 1.053 0.12 0.80 0.80 3.09
C 2.584 -2.500 0.796 -0.21 -0.12 -0.26 0.74
C 1.980 -3.580 1.447 0.11 -0.05 0.01 -0.42
C 2.452 -4.876 1.292 -0.01 0.05 0.02 -0.59
C 3.555 -5.127 0.485 -0.03 0.00 0.01 -0.86
C 4.179 -4.066 -0.152 -0.03 0.12 -0.05 -0.57
C 3.696 -2.767 0.002 -0.01 -0.15 -0.05 -1.02
C 3.483 0.169 0.959 0.03 0.01 -0.12 1.32
C 3.993 0.409 -0.325 0.03 0.14 0.11 -0.70
C 5.160 1.137 -0.509 -0.05 -0.05 0.06 -1.16
C 5.839 1.652 0.592 0.00 -0.01 -0.09 -0.85
C 5.344 1.424 1.864 0.00 -0.14 0.01 -0.68
C 4.174 0.689 2.046 0.10 -0.11 0.04 -0.76
H -2.604 6.152 -2.440 0.05 -0.06 0.06 0.38
H -0.848 4.639 -3.336 0.00 -0.01 0.10 0.44
H 0.306 3.065 -1.836 0.02 -0.07 -0.06 0.38
H -1.984 4.543 1.467 -0.02 -0.02 0.04 0.19
H -3.146 6.089 -0.026 0.06 -0.06 -0.02 0.43
H 1.853 2.435 3.320 0.02 0.03 0.01 0.40
H 3.904 3.669 3.927 -0.07 0.00 -0.12 0.46
H 4.963 5.192 2.282 -0.05 -0.06 -0.03 0.39
H 4.003 5.413 0.012 -0.05 -0.06 0.05 0.43
H 1.926 4.213 -0.579 0.08 0.02 0.09 0.35
H -0.047 4.566 3.109 -0.05 -0.09 0.03 0.61
H -1.430 4.704 5.146 0.01 -0.07 -0.05 0.42
H -2.925 2.828 5.768 0.05 0.00 -0.12 0.43
H -2.974 0.777 4.392 0.10 0.09 -0.02 0.46
H -3.257 -1.726 3.640 0.01 -0.02 -0.10 0.34
H -5.305 -2.884 2.907 0.09 0.05 -0.09 0.42
H -5.983 -2.813 0.528 0.01 0.03 0.00 0.43
H -4.670 -1.509 -1.098 -0.01 0.00 0.10 0.65
H -3.264 1.863 1.265 0.01 -0.03 0.08 0.02
H -5.190 3.359 1.405 0.04 -0.03 -0.07 0.49
H -6.514 3.889 -0.631 0.09 -0.03 0.00 0.38
H -5.835 2.921 -2.807 0.06 -0.03 0.05 0.43
H -3.937 1.375 -2.937 -0.06 0.03 0.00 0.34
H -3.056 -2.440 -2.096 0.08 -0.02 -0.06 0.47
H -3.045 -3.162 -4.452 0.06 0.10 0.04 0.42
H -2.213 -1.638 -6.214 0.00 0.04 0.08 0.38
H -1.426 0.636 -5.601 -0.04 -0.03 0.05 0.45
H -1.482 1.368 -3.252 0.08 0.06 0.01 0.49
H -1.138 -0.908 4.977 0.12 0.02 -0.04 0.24
H 0.610 -1.544 6.582 0.01 0.02 -0.14 0.43
H 2.950 -1.864 5.810 -0.10 0.03 -0.11 0.40
H 3.504 -1.559 3.425 -0.13 -0.02 0.06 0.65
H 1.139 -3.409 2.104 0.02 0.01 0.04 0.29
H 1.959 -5.692 1.813 0.04 0.10 -0.05 0.46
H 3.929 -6.138 0.362 -0.03 0.10 0.02 0.40
H 5.052 -4.241 -0.775 -0.09 0.04 0.06 0.46
H 4.214 -1.962 -0.491 0.06 0.07 -0.08 0.51
H 3.452 0.053 -1.192 -0.05 0.00 -0.05 0.39
H 5.532 1.311 -1.515 -0.06 0.00 0.12 0.45
H 6.739 2.243 0.454 -0.07 -0.09 0.01 0.39
H 5.868 1.820 2.727 -0.07 0.00 -0.04 0.45
H 3.803 0.530 3.051 0.04 0.12 -0.06 0.43
S 1.094 0.729 -1.964 0.21 -0.49 -0.43 -0.61
C -1.297 -4.603 -0.018 -0.13 -0.38 -0.17 -1.98
C -0.829 -3.374 0.388 -0.06 0.06 0.26 -0.04
N -0.247 -2.519 -0.441 0.09 0.28 -1.06 1.98
C -0.057 -2.900 -1.709 0.22 0.57 0.07 -0.98
C -0.417 -4.146 -2.210 0.22 -0.14 -0.72 0.70
C -1.092 -4.978 -1.339 -0.32 -0.53 0.38 -0.98
C -0.295 -4.587 -3.633 -0.73 0.03 1.41 -0.84
C 0.407 -4.206 -4.680 1.16 0.49 -0.89 -0.61
C 1.612 -3.342 -4.905 -1.06 -0.53 0.19 0.31
C 2.454 -2.812 -3.957 0.52 0.21 0.64 0.65
C 3.550 -2.078 -4.396 -0.15 -0.08 0.72 -0.44
N 3.823 -1.869 -5.669 -0.30 -0.28 -0.56 -0.64
C 2.966 -2.453 -6.505 -0.44 -0.23 -0.14 -0.27
N 1.880 -3.175 -6.192 0.84 0.63 -1.05 -0.58
H -1.819 -5.243 0.685 0.07 0.02 -0.10 0.61
H -0.915 -3.068 1.423 -0.18 0.12 -0.01 0.34
H 0.367 -2.137 -2.363 -0.01 0.00 0.13 0.25
H -1.473 -5.928 -1.708 0.06 0.07 0.12 0.43
H -0.999 -5.378 -3.877 -0.19 0.09 0.16 0.34
H 0.089 -4.660 -5.612 0.27 -0.02 -0.06 0.37
H 2.303 -2.985 -2.905 0.00 0.07 0.15 0.32
H 4.244 -1.638 -3.690 -0.06 -0.01 0.15 0.53
H 3.176 -2.335 -7.563 -0.08 -0.02 0.04 0.42